16
Properties=species:S:1:pos:R:3 method="wB97M-V/def2-TZVPD" homo_energy_ev=-8.71 relative_energy_kcal_mol=71.0 gap_ev=9.41 molar_mass_g_mol=128.20 lumo_energy_ev=0.7
C -1.07247 1.93935 -1.24005
C -0.13324 -0.49965 1.14850
C 1.16918 0.16806 1.61401
C -0.23587 -0.00046 -0.28411
C 0.24864 -1.13601 -1.21827
N -1.39832 0.77351 -0.84658
N -0.38619 2.85447 -1.35410
S 1.17189 1.14857 0.05328
H -0.25545 -1.52388 1.32283
H -0.90305 0.03152 1.61207
H 0.99155 0.65462 2.54506
H 1.94861 -0.53999 1.70355
H -2.14072 0.15704 -0.95541
H -0.25254 -1.95636 -0.84715
H 1.27461 -1.19405 -1.10737
H -0.02663 -0.87674 -2.14627